Record 1
Formula: CH2ClFP2
Source: the OMol25 dataset
Level of theory: ωB97M-V with the def2-TZVPD basis set

Net charge: 0
HOMO level, eV: -9.611
ΔE to the lowest compared entry with this formula, charge and spin, kcal/mol: 2.34
Gap between HOMO and LUMO, Eh: 0.37739

```
7
CH2ClFP2, DFT ωB97M-V with the def2-TZVPD basis set
F -1.12538 -0.44544 2.29660
P -1.27662 -0.91311 0.79023
P 0.78800 -0.86123 0.30152
C -0.32108 0.53051 0.06971
Cl -0.79789 1.19828 -1.49057
H 0.55424 -1.34111 -1.08928
H 0.01672 1.21240 0.82925
```

***

Record 2
Formula: CH2ClN3S
Source: the OMol25 dataset
Level of theory: ωB97M-V with the def2-TZVPD basis set

Net charge: 0
2S+1: 3
HOMO level (alpha / beta), eV: -8.396 / -9.558
ΔE to the lowest compared entry with this formula, charge and spin, kcal/mol: 22.76
Gap between HOMO and LUMO (alpha / beta), Eh: 0.29796 / 0.26779
⟨S²⟩: 2.03

```
8
CH2ClN3S, DFT ωB97M-V with the def2-TZVPD basis set
C -3.26833 -0.23940 0.04127
N -2.40117 0.41464 0.49723
N 0.29137 0.52523 -0.49924
N -1.50200 1.18596 0.71691
S -4.56867 -1.04391 -0.14157
Cl -1.36284 2.61222 -0.26276
H 0.90221 1.24236 -0.14926
H 0.57099 -0.29738 0.05913
```

***

Record 3
Formula: CH2ClNO3S2
Source: the OMol25 dataset
Level of theory: ωB97M-V with the def2-TZVPD basis set

Net charge: 0
HOMO level, eV: -10.374
ΔE to the lowest compared entry with this formula, charge and spin, kcal/mol: 15.37
Gap between HOMO and LUMO, Eh: 0.34343

```
10
CH2ClNO3S2, DFT ωB97M-V with the def2-TZVPD basis set
C 0.95604 -0.32830 -0.87977
N -0.94185 0.55973 0.61826
O -0.59702 2.33622 -1.13443
O -0.37656 -2.03548 0.83742
O 1.22822 -0.48159 1.76908
S -0.90279 0.98251 -1.07221
S 0.25053 -0.72021 0.75129
Cl -2.38425 0.30195 1.52534
H 0.97593 -1.08960 -1.67839
H 1.79175 0.47476 -0.73661
```